Density functional theory data (ωB97M-V/def2-TZVPD) for a cluster of 9 separate species, C41H108N10O13 in total in a non-equilibrium geometry.

Its LUMO energy is 0.52 eV. The SMILES is COC[C@H](C)N.COC[C@H](C)N.COC[C@H](C)N.COC[C@H](C)N.COCCNCCOC.COCCNCCOC.COCCNCCOC.COCCNCCOC.NC(N)=O. The value obtained for the energy above the lowest of the compared OMol25 structures with the same formula, charge and spin is 32.8 kcal per mole. The orbital gap is 0.31858 Eh. The value obtained for the total energy is -3152.363621 a.u. The calculation puts the HOMO energy at -8.15 eV.

```
! RIJCOSX wB97M-V def2-TZVPD def2/J DEFGRID3
* xyz 0 1
C -9.368 5.622 33.400
O -10.258 5.877 32.358
C -10.859 4.721 31.891
C -11.622 4.972 30.589
C -12.735 6.033 30.795
N -12.224 3.791 29.971
H -8.863 6.577 33.628
H -8.506 5.002 33.113
H -9.955 5.227 34.244
H -10.111 3.930 31.716
H -11.527 4.297 32.660
H -10.933 5.458 29.866
H -13.568 5.591 31.344
H -13.153 6.344 29.831
H -12.350 6.940 31.255
H -11.469 3.139 29.808
H -12.810 3.286 30.642
C -9.577 4.077 24.831
O -8.792 4.979 24.075
C -8.719 4.632 22.685
C -7.842 5.668 22.041
C -7.632 5.442 20.537
N -6.538 5.814 22.721
H -9.084 3.096 24.884
H -10.580 4.013 24.402
H -9.684 4.461 25.838
H -8.247 3.637 22.606
H -9.740 4.668 22.276
H -8.380 6.614 22.149
H -7.151 6.332 20.132
H -8.567 5.186 20.029
H -6.937 4.619 20.348
H -5.855 5.122 22.456
H -6.683 5.855 23.712
C -4.119 14.012 29.042
O -5.137 13.154 29.448
C -5.548 12.196 28.519
C -6.944 12.363 27.935
C -8.023 12.104 28.932
N -7.150 11.548 26.753
H -3.157 13.499 29.028
H -4.058 14.825 29.768
H -4.292 14.434 28.045
H -4.890 12.178 27.649
H -5.521 11.201 28.996
H -6.972 13.409 27.608
H -8.966 12.297 28.421
H -7.879 12.650 29.870
H -8.025 11.036 29.171
H -7.022 10.556 26.911
H -6.535 11.838 26.012
C -7.440 5.535 30.229
O -7.427 6.713 29.395
C -6.936 6.416 28.091
C -7.030 7.648 27.189
C -6.468 7.307 25.863
N -6.409 8.814 27.735
H -6.399 5.197 30.355
H -8.173 4.856 29.781
H -7.795 5.849 31.208
H -5.866 6.130 28.116
H -7.472 5.579 27.618
H -8.103 7.860 27.115
H -6.686 8.068 25.125
H -6.845 6.340 25.513
H -5.381 7.167 25.979
H -5.414 8.748 27.889
H -6.778 9.038 28.646
C -2.946 -1.464 22.422
O -2.722 -0.639 23.497
C -2.107 -1.246 24.555
C -1.590 -0.136 25.440
N -2.604 0.739 25.957
C -2.083 2.042 26.330
C -3.201 2.935 26.771
O -4.259 3.030 25.817
C -3.970 3.894 24.729
H -3.488 -2.390 22.657
H -2.001 -1.733 21.922
H -3.518 -0.921 21.669
H -1.234 -1.822 24.241
H -2.756 -1.955 25.078
H -0.835 0.393 24.819
H -1.066 -0.622 26.259
H -3.261 0.891 25.198
H -1.600 2.503 25.454
H -1.425 1.962 27.195
H -2.812 3.946 26.989
H -3.678 2.600 27.695
H -3.031 3.611 24.239
H -3.916 4.918 25.110
H -4.831 3.793 24.063
C -12.891 8.813 28.054
O -11.622 9.235 28.492
C -10.598 8.850 27.624
C -10.577 9.565 26.300
N -11.484 9.026 25.271
C -11.048 7.755 24.673
C -11.937 7.249 23.589
O -13.025 6.473 24.001
C -14.074 7.225 24.603
H -12.889 7.736 27.859
H -13.207 9.302 27.129
H -13.620 9.155 28.799
H -10.603 7.752 27.502
H -9.702 9.190 28.140
H -9.534 9.561 25.906
H -10.794 10.637 26.397
H -11.569 9.699 24.515
H -11.065 6.992 25.448
H -10.031 7.846 24.251
H -11.333 6.683 22.877
H -12.314 8.062 22.944
H -13.782 7.613 25.606
H -14.934 6.540 24.729
H -14.444 7.907 23.835
C -9.242 2.253 28.625
O -10.079 1.933 29.707
C -9.466 1.189 30.672
C -10.353 1.002 31.876
N -11.566 0.282 31.600
C -12.498 0.194 32.735
C -13.085 1.467 33.243
O -13.614 2.125 32.175
C -14.497 3.125 32.500
H -8.973 1.373 28.028
H -8.303 2.760 28.884
H -9.757 2.954 27.954
H -8.553 1.702 31.027
H -9.247 0.172 30.316
H -10.473 1.946 32.412
H -9.743 0.369 32.534
H -12.111 0.623 30.822
H -11.926 -0.242 33.560
H -13.259 -0.552 32.507
H -12.294 2.098 33.701
H -13.816 1.266 34.040
H -14.879 3.533 31.557
H -14.006 3.951 33.022
H -15.340 2.786 33.111
C -3.216 9.633 29.042
O -3.768 8.367 28.874
C -3.817 7.562 30.005
C -4.662 8.130 31.160
N -5.874 8.780 30.788
C -6.632 9.409 31.836
C -5.938 10.581 32.458
O -4.996 10.106 33.425
C -4.174 11.140 33.918
H -3.386 10.137 28.078
H -2.147 9.583 29.347
H -3.688 10.246 29.813
H -2.793 7.373 30.366
H -4.234 6.616 29.655
H -3.973 8.856 31.640
H -4.764 7.302 31.891
H -6.524 8.228 30.251
H -6.966 8.720 32.631
H -7.521 9.816 31.346
H -6.689 11.221 32.949
H -5.474 11.227 31.699
H -4.743 11.953 34.394
H -3.571 11.626 33.136
H -3.448 10.745 34.637
N -7.669 10.911 22.800
C -7.582 9.567 22.362
N -6.284 8.897 22.442
O -8.600 8.988 21.933
H -6.811 11.391 23.004
H -8.547 11.388 22.666
H -6.427 7.909 22.302
H -5.651 9.354 23.064
*
```

Löwdin atomic charge list, values in e, 8 entries:
1. C -0.124
2. O -0.181
3. C -0.233
4. C -0.397
5. C -0.045
6. N 0.078
7. H 0.092
8. H 0.079

Density functional theory data (ωB97M-V/def2-TZVPD) for an isolated molecule of C2H5N5 in a non-equilibrium geometry.

Its LUMO energy is 1.08 eV. The SMILES is CNc1nn[nH]n1. The value obtained for the energy above the lowest of the compared OMol25 structures with the same formula, charge and spin is 53.1 kcal per mole. The orbital gap is 0.37308 Eh. The value obtained for the total energy is -352.930205 a.u. The calculation puts the HOMO energy at -9.07 eV.

```
! RIJCOSX wB97M-V def2-TZVPD def2/J DEFGRID3
* xyz 0 1
C -2.353 0.410 0.131
N -1.483 -0.637 -0.221
C -0.117 -0.291 -0.003
N 0.858 -1.110 0.044
N 1.954 -0.430 0.123
N 1.593 0.776 -0.047
N 0.267 0.988 -0.083
H -2.319 1.287 -0.553
H -3.473 0.090 0.085
H -2.252 0.903 1.133
H -1.802 -1.598 -0.040
H 2.330 1.494 -0.103
*
```

Löwdin atomic charge list, values in e, 8 entries:
1. C -0.195
2. N -0.026
3. C -0.471
4. N 0.051
5. N 0.013
6. N -0.077
7. N 0.135
8. H 0.074

Density functional theory data (ωB97M-V/def2-TZVPD) for a cluster of 6 separate species, C6H24O6 in total in a non-equilibrium geometry.

Its LUMO energy is 0.53 eV. The SMILES is CO.CO.CO.CO.CO.CO. The value obtained for the energy above the lowest of the compared OMol25 structures with the same formula, charge and spin is 95.3 kcal per mole. The orbital gap is 0.37569 Eh. The value obtained for the total energy is -694.300526 a.u. The calculation puts the HOMO energy at -9.69 eV.

```
! RIJCOSX wB97M-V def2-TZVPD def2/J DEFGRID3
* xyz 0 1
C -4.348 -0.069 2.322
O -3.964 -1.046 3.216
H -5.421 0.106 2.258
H -3.905 0.917 2.459
H -4.036 -0.354 1.317
H -3.137 -0.916 3.685
C 1.604 -3.426 2.857
O 2.697 -3.536 1.934
H 1.287 -4.410 3.202
H 1.971 -2.744 3.624
H 0.772 -2.948 2.339
H 2.679 -4.459 1.670
C 2.979 -1.287 -0.450
O 3.221 -0.713 0.898
H 1.947 -1.167 -0.777
H 3.627 -0.854 -1.212
H 3.192 -2.354 -0.384
H 3.211 -1.509 1.434
C -1.375 3.305 -2.721
O -2.361 2.743 -1.763
H -0.463 3.338 -2.124
H -1.274 2.560 -3.509
H -1.533 4.269 -3.204
H -3.263 2.962 -2.011
C -0.822 0.188 0.404
O -0.737 0.516 -0.970
H -0.441 0.996 1.029
H -1.895 0.039 0.522
H -0.391 -0.787 0.630
H -1.197 1.338 -1.155
C 2.189 1.725 -2.594
O 1.074 1.012 -3.078
H 2.178 2.670 -3.136
H 2.207 2.021 -1.545
H 3.110 1.207 -2.860
H 0.617 0.667 -2.308
*
```

Löwdin atomic charge list, values in e, 8 entries:
1. C -0.206
2. O -0.099
3. H 0.079
4. H 0.079
5. H 0.059
6. H 0.083
7. C -0.125
8. O -0.141

Density functional theory data (ωB97M-V/def2-TZVPD) for a cluster of 2 separate species, C9H14O in total in a non-equilibrium geometry.

Its LUMO energy is 0.89 eV. The SMILES is Cc1ccc(O)cc1.CC. The value obtained for the energy above the lowest of the compared OMol25 structures with the same formula, charge and spin is 24.9 kcal per mole. The orbital gap is 0.33841 Eh. The value obtained for the total energy is -426.533176 a.u. The calculation puts the HOMO energy at -8.32 eV.

```
! RIJCOSX wB97M-V def2-TZVPD def2/J DEFGRID3
* xyz 0 1
C -0.276 1.758 -0.907
C -0.168 0.310 -1.229
C -0.369 -0.046 -2.573
C -0.340 -1.375 -2.964
C 0.145 -2.363 -2.100
O 0.470 -3.621 -2.539
C 0.535 -1.985 -0.806
C 0.341 -0.684 -0.398
H -1.362 2.010 -0.909
H -0.213 2.459 -1.761
H 0.205 2.161 -0.035
H -0.586 0.624 -3.395
H -0.661 -1.695 -3.953
H 0.697 -3.504 -3.475
H 1.064 -2.732 -0.242
H 0.686 -0.405 0.589
C 0.248 0.603 3.856
C -0.251 1.655 2.829
H 0.291 1.220 4.746
H -0.457 -0.203 4.003
H 1.251 0.237 3.664
H -1.198 2.038 3.209
H -0.580 1.201 1.876
H 0.525 2.339 2.512
*
```

Löwdin atomic charge list, values in e, 8 entries:
1. C -0.070
2. C -0.274
3. C -0.051
4. C -0.035
5. C -0.323
6. O 0.034
7. C -0.014
8. C -0.047

> orbital gap of number 3 (C6H24O6)?

0.37569 Eh